The following is a DFT calculation (ωB97M-V/def2-TZVPD) of a structure of composition H8O10SV at a distorted geometry.

Values from the calculation:
DFT total energy: -2099.3450 a.u.
LUMO level (alpha / beta): -1.36 / -2.71 eV
F_max: 5.33 eV/Å
highest occupied orbital energy (alpha / beta): -10.394 / -9.992 eV
2S+1: 2
total charge: 0

Each line ends with the Mulliken spin population.
Cartesian coordinates (Å):
O1 -1.74 0.59 0.82  0.000
V1 -0.36 -0.09 0.25  -0.002
O2 0.76 -0.17 1.40  -0.001
S1 0.64 2.74 -1.55  -0.104
O3 -0.17 2.84 -2.76  0.466
O4 0.35 1.53 -0.85  -0.005
O5 2.07 2.72 -1.96  0.265
O6 0.21 3.89 -0.77  0.381
O7 -1.93 -0.84 -1.81  0.000
H1 -2.34 -1.61 -2.20  0.000
H2 -2.56 -0.14 -1.96  0.000
O8 1.71 -0.37 4.22  0.000
H3 1.95 0.20 4.95  0.000
H4 1.84 0.17 3.44  0.000
O9 -1.17 -2.18 1.05  0.000
H5 -1.99 -2.53 0.71  0.000
H6 -0.89 -2.82 1.71  0.000
O10 1.06 -1.10 -1.27  0.000
H7 1.46 -1.97 -1.24  0.000
H8 1.11 -0.85 -2.20  0.000

***

The following is a DFT calculation (ωB97M-V/def2-TZVPD) of a cluster of 4 separate species, H8O4 in total.

Values from the calculation:
energy above the lowest of the compared OMol25 structures with the same formula, charge and spin: 0.780 eV
DFT total energy: -305.7506 a.u.
SMILES string: O.O.O.O
LUMO level: 0.13 eV
F_max: 0.26 eV/Å
highest occupied orbital energy: -10.507 eV
total charge: 0

Each line ends with the natural charge from an NBO analysis.
Cartesian coordinates (Å):
O1 1.58 -1.33 0.34  -0.944
H1 1.45 -0.81 1.14  0.478
H2 2.27 -1.96 0.56  0.464
O2 0.54 1.01 1.93  -0.957
H3 1.14 1.70 1.62  0.485
H4 0.01 1.43 2.61  0.488
O3 -1.64 -1.24 -2.62  -0.957
H5 -1.83 -0.75 -1.81  0.489
H6 -0.72 -1.03 -2.80  0.464
O4 -1.14 0.68 -0.43  -0.969
H7 -0.96 1.46 -0.97  0.467
H8 -0.70 0.85 0.42  0.492

***

The following is a DFT calculation (ωB97M-V/def2-TZVPD) of a cluster of 4 separate species, H8O4 in total.

Values from the calculation:
energy above the lowest of the compared OMol25 structures with the same formula, charge and spin: 0.728 eV
DFT total energy: -305.7525 a.u.
SMILES string: O.O.O.O
LUMO level: 0.14 eV
F_max: 0.38 eV/Å
highest occupied orbital energy: -10.773 eV
total charge: 0

Each line ends with the natural charge from an NBO analysis.
Cartesian coordinates (Å):
O1 -1.32 -2.70 1.40  -0.963
H1 -1.30 -2.11 0.64  0.492
H2 -1.23 -3.58 1.03  0.461
O2 0.58 1.34 -1.06  -0.958
H3 -0.27 1.78 -0.92  0.482
H4 1.04 1.91 -1.68  0.497
O3 -1.17 -0.89 -0.89  -0.972
H5 -1.83 -0.60 -1.52  0.474
H6 -0.46 -0.23 -0.94  0.495
O4 2.27 1.96 1.24  -0.956
H7 2.20 1.37 2.00  0.468
H8 1.49 1.77 0.70  0.479

***

The following is a DFT calculation (ωB97M-V/def2-TZVPD) of a cluster of 4 separate species, H8O4 in total at a distorted geometry.

Values from the calculation:
energy above the lowest of the compared OMol25 structures with the same formula, charge and spin: 2.586 eV
DFT total energy: -305.6842 a.u.
SMILES string: O.O.O.O
LUMO level: 0.41 eV
F_max: 5.52 eV/Å
highest occupied orbital energy: -10.837 eV
total charge: 0

Each line ends with the natural charge from an NBO analysis.
Cartesian coordinates (Å):
H1 0.97 -2.39 -1.54  0.464
H2 0.31 -1.01 -1.43  0.480
H3 1.18 2.01 1.08  0.448
H4 2.33 1.07 1.46  0.462
H5 2.73 -0.87 1.63  0.459
H6 1.76 -1.70 0.74  0.475
H7 -3.83 2.24 0.10  0.463
H8 -3.34 1.38 -1.05  0.469
O1 0.22 -1.90 -1.66  -0.943
O2 1.34 1.08 1.15  -0.915
O3 2.23 -0.78 0.80  -0.930
O4 -4.06 1.51 -0.41  -0.932

***

The following is a DFT calculation (ωB97M-V/def2-TZVPD) of a cluster of 4 separate species, H8O4 in total.

Values from the calculation:
energy above the lowest of the compared OMol25 structures with the same formula, charge and spin: 1.151 eV
DFT total energy: -305.7369 a.u.
SMILES string: O.O.O.O
LUMO level: 0.50 eV
F_max: 0.28 eV/Å
highest occupied orbital energy: -11.395 eV
total charge: 0

Each line ends with the natural charge from an NBO analysis.
Cartesian coordinates (Å):
O1 -4.25 2.63 -0.73  -0.937
H1 -4.07 1.92 -1.35  0.470
H2 -3.86 2.33 0.09  0.467
O2 -0.96 -0.14 -3.62  -0.936
H3 -0.40 0.61 -3.81  0.467
H4 -0.63 -0.49 -2.80  0.469
O3 4.57 -0.45 2.77  -0.935
H5 4.83 -1.32 2.45  0.467
H6 5.14 0.16 2.30  0.469
O4 -0.37 -1.53 1.37  -0.939
H7 0.58 -1.43 1.41  0.470
H8 -0.57 -2.27 1.94  0.469

***

The following is a DFT calculation (ωB97M-V/def2-TZVPD) of a cluster of 4 separate species, H8O4 in total.

Values from the calculation:
energy above the lowest of the compared OMol25 structures with the same formula, charge and spin: 0.759 eV
DFT total energy: -305.7513 a.u.
SMILES string: O.O.O.O
LUMO level: 0.07 eV
F_max: 0.29 eV/Å
highest occupied orbital energy: -10.733 eV
total charge: 0

Each line ends with the natural charge from an NBO analysis.
Cartesian coordinates (Å):
O1 0.23 0.20 -0.94  -0.990
H1 0.16 -0.12 -1.84  0.479
H2 0.58 -0.55 -0.43  0.503
O2 1.03 -2.28 0.21  -0.954
H3 0.47 -2.90 -0.28  0.484
H4 1.90 -2.69 0.25  0.486
O3 0.11 1.06 2.01  -0.945
H5 0.27 0.89 1.07  0.479
H6 0.68 0.45 2.48  0.464
O4 -1.91 2.23 -1.13  -0.956
H7 -1.36 1.44 -1.20  0.481
H8 -2.16 2.26 -0.20  0.468

***

- F_max of number 1 (H8O10SV)?
  5.33 eV/Å